# 1
DFT (ωB97M-V/def2-TZVPD) results for a structure of composition C13H35InO2P.

Computed properties:
- M: 369.2 g/mol
- Energy: -32605.78487 eV
- Total charge: -1
- Orbital gap: 5.9 eV
- HOMO level: -3.6 eV
- E_LUMO: 2.36 eV

CARTESIAN COORDINATES (ANGSTROEM)
C  6.0962  -0.2386  -2.4408
C  4.5657  -0.2295  -2.6274
P  3.9876  0.0065  -4.3951
C  3.9239  -1.7983  -4.8735
In  1.4981  0.3836  -3.9269
C  0.8782  -1.2283  -2.5229
C  -0.3195  -0.8983  -1.6305
C  -1.5940  -0.7328  -2.4562
C  -0.5221  -1.9456  -0.5180
H  6.4615  0.6925  -1.9952
H  6.6034  -0.3398  -3.4060
H  6.4363  -1.0543  -1.7933
H  4.1389  -1.1624  -2.2432
H  4.1121  0.5723  -2.0344
H  3.4175  -2.4168  -4.1253
H  4.9268  -2.2070  -5.0471
H  3.3745  -1.8803  -5.8176
H  0.5784  0.3337  -5.4387
H  1.3221  1.9488  -3.1098
H  0.6438  -2.1375  -3.0975
H  1.7448  -1.4793  -1.8939
H  -0.1266  0.0723  -1.1549
H  -1.4932  0.0770  -3.1843
H  -1.8131  -1.6469  -3.0232
H  -2.4611  -0.5088  -1.8221
H  -1.5647  -2.0005  -0.1760
H  -0.2397  -2.9418  -0.8754
H  0.0923  -1.7259  0.3617
C  -1.0339  3.6256  1.9183
C  -1.5497  2.6596  0.8625
C  -1.4605  1.2130  1.3195
O  -0.8891  2.8420  -0.3787
H  0.0195  3.4194  2.1293
H  -1.1204  4.6539  1.5674
H  -1.5868  3.5229  2.8547
H  -2.5948  2.8977  0.6408
H  -0.4189  0.9455  1.5219
H  -1.8352  0.5460  0.5460
H  -2.0282  1.0488  2.2387
H  0.0411  2.5993  -0.2913
C  -2.2726  -1.0736  4.5977
C  -3.1569  -0.1802  5.4496
C  -4.6216  -0.5772  5.3650
O  -2.9805  1.1951  5.1130
H  -2.5698  -1.0071  3.5471
H  -1.2288  -0.7716  4.6763
H  -2.3605  -2.1174  4.9032
H  -2.8306  -0.2342  6.4918
H  -4.9724  -0.4986  4.3318
H  -5.2316  0.0749  5.9895
H  -4.7660  -1.6097  5.6876
H  -3.2199  1.3118  4.1859

Forces on the atoms, in the same order (eV/Å):
C 0.09 0.04 -0.06
C -0.02 0.08 0.10
P 0.04 -0.08 0.13
C 0.09 -0.02 -0.25
In -0.12 0.02 0.01
C 0.07 -0.10 -0.01
C 0.00 0.05 0.02
C -0.07 -0.01 -0.10
C -0.10 -0.03 0.06
H -0.08 -0.03 -0.07
H -0.02 -0.07 0.09
H -0.06 0.04 -0.04
H -0.01 0.07 -0.04
H 0.10 -0.06 -0.01
H -0.01 0.06 -0.04
H -0.07 0.02 0.07
H 0.03 -0.04 0.09
H 0.03 -0.02 -0.02
H 0.03 0.02 0.08
H 0.04 0.04 0.06
H -0.07 0.03 -0.03
H -0.05 -0.05 0.03
H 0.04 -0.05 0.07
H 0.02 0.03 0.10
H 0.07 -0.03 -0.04
H 0.07 0.06 -0.01
H -0.07 0.07 -0.01
H 0.06 -0.04 -0.11
C 0.05 -0.01 0.00
C -0.05 -0.03 -0.03
C 0.05 0.00 0.02
O -0.03 0.12 0.04
H -0.01 0.02 0.00
H 0.01 0.00 0.00
H -0.01 0.00 0.00
H 0.01 0.00 0.04
H -0.02 -0.02 0.00
H -0.01 -0.04 -0.03
H 0.01 0.02 -0.01
H -0.03 -0.06 -0.11
C -0.01 0.02 -0.05
C 0.03 0.01 0.10
C 0.00 0.01 -0.04
O -0.04 0.02 -0.05
H 0.02 -0.02 0.00
H 0.00 0.01 0.00
H 0.00 0.00 0.01
H -0.01 -0.04 -0.02
H -0.01 0.00 0.01
H 0.00 0.00 -0.01
H 0.00 0.00 0.01
H 0.02 -0.01 0.02


# 2
DFT (ωB97M-V/def2-TZVPD) results for a structure of composition C13H35N3O2ReS2Si4.

Computed properties:
- M: 628.1 g/mol
- Energy: -77912.85929 eV
- Total charge: +2
- Orbital gap (alpha / beta): 6.9 / 6.8 eV
- HOMO level (alpha / beta): -13.8 / -13.6 eV
- Multiplicity: 2
- E_LUMO (alpha / beta): -6.81 / -6.86 eV
- Energy relative to the best compared isomer or geometry (same formula, charge and spin): 84.7 kJ/mol

CARTESIAN COORDINATES (ANGSTROEM)
Re  0.7998  1.8077  -0.4949
N  0.7111  2.6589  -2.4343
N  2.0345  3.1586  -2.2255
C  3.0347  2.1648  -2.1375
O  4.1900  2.3496  -2.2954
O  2.4221  0.9957  -1.7619
H  0.6640  2.0642  -3.2635
H  0.0653  3.4351  -2.5660
H  2.3082  4.0318  -2.6632
C  -1.8976  -2.9336  -1.2454
Si  -1.8346  -1.0827  -1.4832
C  -1.2617  -0.6334  -3.2172
C  -3.4998  -0.2896  -1.1033
Si  -0.3892  -0.0463  0.1025
Si  -0.3099  -1.1663  2.2101
C  0.5893  -2.7724  1.8680
C  0.5658  -0.1662  3.5234
C  -2.1026  -1.4885  2.6540
Si  3.4182  -0.5125  -1.5107
C  4.1794  -0.2467  0.1498
C  4.5789  -0.6157  -2.9359
C  2.1145  -1.8305  -1.5681
H  -2.6018  -3.3701  -1.9586
H  -2.2287  -3.2169  -0.2462
H  -0.9243  -3.3933  -1.4269
H  -2.0951  -0.3032  -3.8397
H  -0.8085  -1.4937  -3.7129
H  -0.5167  0.1644  -3.1958
H  -4.2763  -0.7290  -1.7344
H  -3.5024  0.7846  -1.3106
H  -3.8002  -0.4605  -0.0663
H  1.6407  -2.6058  1.6270
H  0.1315  -3.3399  1.0559
H  0.5564  -3.4010  2.7620
H  1.6440  -0.3305  3.4712
H  0.2416  -0.4740  4.5204
H  0.3924  0.9081  3.4365
H  -2.6116  -2.0761  1.8888
H  -2.6696  -0.5671  2.8023
H  -2.1501  -2.0562  3.5868
H  3.4135  -0.0837  0.9135
H  4.8482  0.6163  0.1453
H  4.7692  -1.1161  0.4475
H  4.0622  -0.4654  -3.8868
H  5.0191  -1.6154  -2.9621
H  5.3876  0.1098  -2.8642
H  1.4900  -1.8643  -0.6725
H  2.6069  -2.8048  -1.6365
H  1.4784  -1.7331  -2.4501
S  0.1537  3.0750  1.2902
C  -1.3612  2.6998  2.0616
N  -2.3794  2.0759  1.5223
C  -3.6377  2.1328  2.2874
C  -3.2226  2.3611  3.7368
S  -1.6231  3.2388  3.6579
H  -2.3715  1.8776  0.5281
H  -4.1954  1.2076  2.1641
H  -4.2352  2.9605  1.9013
H  -3.0659  1.4306  4.2793
H  -3.9383  2.9757  4.2756

Forces on the atoms, in the same order (eV/Å):
Re -0.16 -0.26 0.23
N 0.03 -0.09 -0.06
N 0.37 0.00 -0.02
C -0.36 0.10 -0.03
O 0.00 0.01 0.01
O 0.12 0.16 0.11
H -0.07 0.00 0.00
H 0.04 0.04 0.11
H -0.04 -0.05 -0.10
C 0.02 0.05 -0.02
Si -0.08 -0.02 0.01
C 0.04 -0.02 0.01
C 0.04 -0.02 0.01
Si -0.04 -0.01 -0.24
Si 0.07 -0.07 0.01
C -0.06 0.00 0.03
C 0.01 0.06 -0.01
C 0.00 0.01 0.01
Si 0.12 -0.11 -0.01
C -0.08 0.08 -0.01
C -0.03 0.06 -0.03
C -0.02 0.04 0.02
H 0.00 0.02 -0.01
H 0.00 0.00 0.03
H 0.01 0.00 0.01
H -0.02 0.00 0.02
H 0.01 0.00 0.01
H -0.01 0.01 -0.03
H 0.02 -0.02 -0.01
H 0.01 0.00 0.02
H 0.00 0.03 0.01
H 0.00 0.00 0.00
H 0.00 0.00 -0.01
H 0.00 0.01 0.01
H 0.01 0.04 -0.02
H -0.01 -0.04 -0.02
H 0.00 -0.03 0.03
H -0.01 -0.01 -0.01
H 0.01 0.01 0.01
H 0.01 0.00 0.00
H 0.02 -0.03 0.02
H 0.00 -0.01 -0.02
H -0.01 -0.03 -0.01
H 0.02 -0.02 0.00
H -0.01 -0.02 0.01
H -0.02 -0.01 0.01
H -0.01 0.00 0.01
H 0.03 0.01 0.00
H -0.01 0.02 0.00
S -0.05 0.10 0.00
C 0.23 0.02 -0.04
N -0.08 0.01 -0.03
C 0.01 0.01 -0.06
C -0.02 0.01 0.03
S -0.03 0.01 0.02
H 0.02 -0.04 0.00
H 0.00 -0.03 -0.01
H 0.00 0.01 0.01
H 0.00 0.00 -0.01
H -0.01 -0.02 0.01


# 3
DFT (ωB97M-V/def2-TZVPD) results for a structure of composition C13H36ClIP3V.

Computed properties:
- M: 498.7 g/mol
- Energy: -88229.10969 eV
- Total charge: +2
- Orbital gap (alpha / beta): 7.2 / 7.6 eV
- HOMO level (alpha / beta): -15.5 / -15.6 eV
- Multiplicity: 3
- E_LUMO (alpha / beta): -8.25 / -8.04 eV

CARTESIAN COORDINATES (ANGSTROEM)
C  -0.8584  0.0229  -2.7091
I  -2.6575  0.1700  -1.1996
H  0.1404  0.0462  -2.2509
H  -1.0124  0.8740  -3.3691
H  -1.0485  -0.9183  -3.2309
V  -0.2241  0.1473  -0.2910
P  0.0216  2.5291  -0.3303
C  -1.3950  3.6804  -0.3727
C  1.2572  3.3585  0.7121
H  1.5470  4.2978  0.2333
H  1.0322  3.7099  -2.1741
H  2.1373  2.7242  0.8328
H  1.6027  2.0146  -2.0878
H  -1.8787  3.7622  0.6027
H  0.8372  3.5714  1.6999
C  0.7319  2.6731  -2.0157
H  -1.0333  4.6675  -0.6735
H  0.0081  2.3614  -2.7709
H  -2.1467  3.3263  -1.0873
P  -0.0475  -2.2697  0.0398
C  -1.5231  -3.3244  0.1021
C  0.6307  -2.6519  -1.6191
H  2.1890  -2.4971  0.9477
H  1.3377  -4.0582  0.8917
H  0.9789  -2.8848  2.1876
C  1.2353  -2.9953  1.1291
H  1.5631  -2.0902  -1.7638
H  0.8342  -3.7283  -1.6403
H  -1.2125  -4.3669  0.0229
H  -2.2011  -3.0776  -0.7183
H  -0.0766  -2.3668  -2.4040
H  -2.0736  -3.1778  1.0324
Cl  2.0707  0.0621  -0.5277
C  -2.6665  1.9277  3.0397
C  -1.1668  1.6580  3.2398
P  -0.5260  0.1964  2.2805
C  1.1923  0.0881  2.9814
C  1.3652  -0.1556  4.4836
C  -1.5493  -1.2221  2.9453
C  -1.9307  -1.1919  4.4233
H  -2.8577  2.2812  2.0203
H  -3.0499  2.6927  3.7294
H  -3.2563  1.0205  3.2170
H  -0.5741  2.5213  2.9073
H  -0.9194  1.5277  4.3098
H  1.7492  -0.6640  2.4022
H  1.6410  1.0489  2.6878
H  1.1000  -1.1836  4.7535
H  2.4139  -0.0183  4.7855
H  0.7738  0.5467  5.0832
H  -2.4551  -1.2132  2.3183
H  -1.0420  -2.1668  2.7155
H  -2.4128  -0.2428  4.6783
H  -2.6476  -1.9926  4.6709
H  -1.0497  -1.3491  5.0523

Forces on the atoms, in the same order (eV/Å):
C -1.93 -0.16 -0.15
I 0.43 -0.17 -1.50
H 0.12 -0.03 -0.16
H -0.04 -0.14 0.27
H 0.04 0.30 0.32
V 1.81 -0.24 2.52
P 0.09 1.00 -0.61
C 0.00 -0.13 -0.01
C -0.04 -0.12 0.16
H -0.03 -0.07 0.10
H -0.02 -0.05 -0.22
H -0.04 0.07 -0.08
H -0.08 0.33 -0.03
H 0.12 0.00 -0.02
H 0.09 0.04 -0.17
C 0.09 0.19 0.16
H -0.12 -0.08 0.00
H 0.13 0.47 0.12
H 0.19 0.15 0.07
P 0.39 -0.41 -0.72
C -0.02 -0.04 0.30
C 0.20 -0.25 0.15
H -0.09 0.00 -0.07
H -0.03 0.10 0.05
H 0.04 -0.10 -0.19
C -0.35 0.03 0.11
H -0.27 -0.37 0.01
H -0.04 0.16 -0.32
H -0.13 -0.03 -0.02
H 0.17 -0.05 -0.02
H 0.18 -0.47 0.21
H 0.07 -0.13 -0.06
Cl -0.90 0.12 0.32
C 0.01 -0.06 0.02
C -0.09 0.21 -0.29
P 0.08 -0.14 1.29
C 0.33 -0.09 -0.60
C -0.07 0.00 0.19
C -0.12 0.05 -0.56
C -0.05 0.03 0.26
H -0.08 -0.12 0.12
H 0.27 -0.19 -0.18
H 0.03 0.23 -0.12
H -0.13 -0.15 0.09
H -0.12 -0.20 -0.56
H -0.20 0.22 0.17
H -0.06 -0.13 0.09
H -0.03 0.24 -0.02
H -0.28 0.01 -0.30
H 0.12 -0.27 -0.07
H 0.13 -0.03 0.15
H 0.03 0.26 -0.02
H 0.18 -0.25 0.17
H 0.28 0.27 -0.29
H -0.26 0.18 -0.03


# 4
DFT (ωB97M-V/def2-TZVPD) results for a structure of composition C13H36Cu3O15.

Computed properties:
- M: 623.1 g/mol
- Energy: -178686.09979 eV
- Total charge: +1
- Orbital gap: 7.1 eV
- HOMO level: -11.9 eV
- E_LUMO: -4.79 eV
- Energy relative to the best compared isomer or geometry (same formula, charge and spin): 14.8 kJ/mol

CARTESIAN COORDINATES (ANGSTROEM)
Cu  -1.9358  -2.7669  1.4636
Cu  3.2591  0.1862  -1.4553
Cu  0.7648  -3.3141  -0.4708
C  0.3437  -0.5107  -0.1846
O  -0.1220  0.6816  -0.2180
O  1.3378  -0.8610  -0.9176
O  -0.2549  -1.3922  0.5385
C  0.1597  3.7233  -2.3755
C  -0.0098  2.6059  -3.4190
O  0.6664  1.3792  -3.1053
O  -0.7475  3.5455  -1.2938
H  -0.1468  4.6424  -2.8756
H  1.1782  3.8085  -1.9857
H  0.4437  2.9848  -4.3381
H  -1.0714  2.4808  -3.6313
H  0.4638  1.1814  -2.1667
H  -0.6134  2.6677  -0.9161
C  -1.9011  1.1917  4.3287
C  -1.1103  1.3797  3.0593
O  -1.8436  1.0158  1.9106
O  -1.8229  -0.1608  4.8306
H  -2.9584  1.4521  4.3212
H  -1.4412  1.8838  5.0444
H  -0.0742  1.0276  3.1369
H  -0.9518  2.4738  3.0035
H  -1.1939  0.7399  1.2370
H  -1.3380  -0.1343  5.6582
C  3.0816  2.1948  1.5975
C  3.9579  1.4900  2.6000
O  3.2553  0.5036  3.3171
O  2.6355  1.2976  0.5681
H  3.6387  2.9946  1.0994
H  2.2144  2.6745  2.0556
H  4.4276  2.2425  3.2333
H  4.8117  1.0826  2.0411
H  2.9772  -0.1959  2.7101
H  1.6692  1.3180  0.4973
C  0.9376  -3.2046  3.5912
C  1.2250  -1.7253  3.3546
O  1.8559  -1.5119  2.1021
O  0.1338  -3.6635  2.4792
H  0.3817  -3.2198  4.5339
H  1.8296  -3.8158  3.7103
H  1.8955  -1.3888  4.1502
H  0.3305  -1.1060  3.4793
H  1.1435  -1.3655  1.4560
H  0.3407  -4.6033  2.4116
C  -3.4911  0.0595  -1.0966
C  -3.4577  0.0823  -2.5932
O  -4.2020  -0.9697  -3.1887
O  -2.8381  -1.0978  -0.5409
H  -4.5160  0.0304  -0.7193
H  -3.0345  0.9499  -0.6599
H  -2.4188  -0.0303  -2.9201
H  -3.8129  1.0663  -2.9120
H  -4.8134  -0.6317  -3.8451
H  -1.9610  -0.8256  -0.2434
C  0.2029  -1.9421  -4.9910
C  0.1710  -2.8708  -3.7909
O  -0.3965  -2.1811  -2.6673
O  1.2208  -0.9574  -4.8619
H  -0.7454  -1.4035  -5.0435
H  0.3910  -2.5228  -5.8926
H  1.2061  -3.1819  -3.6082
H  -0.4135  -3.7694  -3.9750
H  0.1724  -1.4645  -2.3503
H  0.9130  -0.2496  -4.2669

Forces on the atoms, in the same order (eV/Å):
Cu 0.75 0.98 -0.28
Cu -1.38 0.14 0.94
Cu -0.49 1.72 -0.05
C -1.05 2.01 -1.21
O 0.86 -0.68 0.09
O 1.09 -0.76 -0.21
O -0.07 -1.84 0.17
C -0.93 -0.87 -0.07
C 0.99 1.03 -0.32
O -0.31 0.01 0.83
O 0.03 0.03 0.08
H 0.19 0.13 0.16
H 0.15 -0.02 -0.33
H 0.07 -0.27 -0.07
H -0.11 -0.31 0.24
H -0.03 -0.12 -0.36
H 0.01 0.00 0.15
C 0.74 -0.43 0.96
C -0.73 2.04 -0.12
O 0.53 -1.03 0.05
O 0.11 0.04 -0.17
H 0.04 0.12 -0.76
H -0.04 -0.18 0.16
H -0.28 -0.74 -0.04
H -0.08 -0.03 0.00
H -0.34 0.34 -0.13
H -0.04 -0.07 0.04
C 0.05 0.77 -0.40
C 0.13 -0.10 -0.81
O 0.41 0.51 0.46
O 0.16 -0.48 -0.51
H 0.14 -0.01 0.15
H -0.04 -0.22 0.16
H -0.41 -0.13 0.52
H -0.05 -0.34 0.01
H -0.07 0.02 -0.31
H -0.05 0.04 -0.09
C -0.45 1.61 0.40
C 0.53 -0.41 0.29
O 0.29 -0.06 0.34
O -0.19 -0.75 -0.22
H -0.20 -0.46 -0.13
H 0.10 0.06 -0.33
H 0.11 -0.05 -0.08
H -0.19 -0.30 -0.26
H 0.10 -0.28 0.36
H -0.41 -0.03 -0.09
C -0.48 -0.35 1.00
C 0.31 0.11 -0.46
O -0.07 -0.19 0.31
O 0.31 -0.38 0.30
H -0.05 0.00 -0.22
H 0.08 0.12 -0.26
H 0.11 0.13 0.00
H -0.03 -0.01 -0.06
H 0.01 0.15 0.03
H -0.12 0.11 -0.22
C -0.04 0.35 0.33
C 0.30 0.70 -0.22
O 0.02 -1.04 0.74
O 0.24 -0.08 0.35
H -0.30 -0.41 -0.27
H 0.00 0.16 -0.12
H 0.06 -0.01 0.19
H -0.28 0.12 0.05
H 0.32 -0.06 -0.39
H 0.01 -0.05 -0.29


- Which of these has the lowest total charge?
  C13H35InO2P